AgClH38O19 as an isolated structure, computed with wB97M-V/def2-TZVPD.

The total charge is +1. The spin multiplicity is 2. For the HOMO energy (spin up / spin down), the calculation gives -12.7 / -12.9 eV. The calculation puts the energy at -2059.35075 Ha.

Each line ends with the Löwdin spin population.
CARTESIAN COORDINATES (ANGSTROEM)
Ag (0.879, 0.371, 0.347)  0.58
Cl (2.520, -0.771, 1.632)  0.21
O (-1.950, -4.404, 1.248)  0.00
H (-2.373, -4.174, 2.114)  0.00
H (-1.362, -3.626, 1.104)  0.00
O (-4.096, -0.505, -0.357)  0.00
H (-3.924, -1.481, -0.118)  0.00
H (-4.950, -0.511, -0.808)  0.00
O (3.043, -3.003, -2.295)  0.00
H (3.273, -3.801, -2.787)  0.00
H (3.254, -3.055, -1.385)  0.00
O (1.106, 3.172, -2.293)  0.00
H (0.335, 3.031, -1.785)  0.00
H (0.990, 3.591, -3.154)  0.00
O (0.333, 2.831, 1.232)  0.00
H (1.230, 3.196, 1.163)  0.00
H (-0.150, 3.442, 1.782)  0.00
O (-0.176, -2.586, 3.052)  0.00
H (-0.058, -3.264, 3.727)  0.00
H (0.734, -2.229, 3.010)  0.00
O (-0.876, -0.442, 1.388)  0.07
H (-0.937, -1.261, 1.995)  0.00
H (-1.670, 0.220, 1.436)  0.00
O (2.229, 0.830, -1.365)  0.07
H (3.187, 0.731, -1.171)  0.00
H (2.139, 1.771, -1.763)  0.00
O (1.660, -0.966, -3.570)  0.00
H (2.183, -1.718, -3.254)  0.00
H (1.870, -0.222, -2.925)  0.00
O (5.274, 0.858, 1.541)  0.00
H (5.909, 1.220, 2.112)  0.00
H (4.742, 0.413, 2.227)  0.00
O (-4.085, -3.228, -0.244)  0.00
H (-3.261, -3.727, -0.138)  0.00
H (-4.672, -3.972, -0.506)  0.00
O (-2.499, 1.394, 0.572)  0.00
H (-2.914, 2.069, 1.143)  0.00
H (-3.202, 0.718, 0.429)  0.00
O (3.066, 3.602, 1.579)  0.00
H (3.729, 2.897, 1.795)  0.00
H (3.587, 4.051, 0.904)  0.00
O (-0.761, 0.341, -3.645)  0.00
H (-0.030, -0.139, -4.135)  0.00
H (-1.049, 1.016, -4.212)  0.00
O (-0.218, -2.014, -0.991)  0.00
H (0.620, -2.164, -1.441)  0.00
H (-0.719, -1.634, -1.688)  0.00
O (-4.230, -0.414, 2.803)  0.00
H (-4.429, -0.234, 1.874)  0.00
H (-4.967, -1.000, 3.131)  0.00
O (-0.510, 1.432, -1.061)  0.06
H (-1.335, 1.547, -0.541)  0.00
H (-0.713, 0.899, -1.845)  0.00
O (-3.462, 3.472, 2.570)  0.00
H (-3.948, 3.154, 3.355)  0.00
H (-3.948, 4.265, 2.404)  0.00
O (5.052, 0.336, -1.482)  0.00
H (5.130, -0.489, -2.070)  0.00
H (5.406, 0.165, -0.642)  0.00



The molecule C3H9N3O, computed with wB97M-V/def2-TZVPD.

For the HOMO energy, the calculation gives -8.7 eV. The calculation puts the energy relative to the best compared isomer or geometry (same formula, charge and spin) at 1.2689 eV. As for the SMILES: [H]/N=C(\N)CNCO. The calculation puts the energy at -359.19781 Ha.

Each line ends with the Mulliken charge.
CARTESIAN COORDINATES (ANGSTROEM)
C (0.362, -0.360, -2.009)  -0.19
C (-1.027, -0.162, 0.003)  -0.82
N (-0.716, 0.300, -1.328)  -0.47
C (-0.024, 0.078, 1.128)  0.69
N (-0.547, -0.089, 2.376)  -0.42
O (1.509, 0.499, -1.812)  -0.65
N (1.164, 0.449, 0.875)  -0.59
H (1.669, 0.508, -0.836)  0.37
H (-0.222, 1.275, -1.311)  0.29
H (0.049, -0.021, 3.185)  0.20
H (-1.456, -0.498, 2.502)  0.19
H (1.727, 0.677, 1.689)  0.16
H (0.511, -1.384, -1.635)  0.24
H (0.177, -0.334, -3.088)  0.27
H (-1.974, 0.305, 0.300)  0.35
H (-1.202, -1.245, -0.039)  0.35



The molecule C4H7N3, computed with wB97M-V/def2-TZVPD.

For the HOMO energy, the calculation gives -9.3 eV. The calculation puts the energy relative to the best compared isomer or geometry (same formula, charge and spin) at 1.8795 eV. As for the SMILES: Cc1n[nH]nc1C. The calculation puts the energy at -320.81423 Ha.

Each line ends with the Mulliken charge.
CARTESIAN COORDINATES (ANGSTROEM)
C (0.060, -1.217, 1.355)  -0.83
C (-0.503, 0.014, 0.805)  0.58
C (-0.078, 0.465, -0.544)  0.39
C (0.833, -0.324, -1.641)  -0.98
H (-0.711, -2.006, 1.634)  0.26
H (0.543, -1.665, 0.520)  0.17
H (0.826, -1.156, 2.120)  0.28
H (-1.376, 2.950, 0.344)  0.27
H (0.277, -0.456, -2.545)  0.32
H (1.808, 0.166, -1.761)  0.25
H (1.015, -1.352, -1.296)  0.30
N (-0.969, 1.036, 1.370)  -0.62
N (-1.030, 1.979, 0.432)  0.15
N (-0.695, 1.566, -0.794)  -0.55



C8H6NO3 as an isolated structure, computed with wB97M-V/def2-TZVPD.

The total charge is -1. For the HOMO energy, the calculation gives -3.9 eV. The calculation puts the energy relative to the best compared isomer or geometry (same formula, charge and spin) at 1.5111 eV. The calculation puts the energy at -588.88882 Ha.

Each line ends with the Mulliken charge.
CARTESIAN COORDINATES (ANGSTROEM)
C (2.141, -1.190, 0.494)  -0.78
C (2.191, 0.176, 0.590)  -0.61
C (0.944, -1.520, -0.158)  1.03
C (0.309, -0.378, -0.506)  -0.69
C (-0.875, 1.800, -0.277)  -0.35
C (0.385, 1.878, 0.137)  -0.33
C (-2.546, -0.230, 0.040)  0.53
C (-1.359, 0.540, -0.738)  0.16
N (1.040, 0.665, -0.036)  0.20
O (-2.468, -1.443, -0.005)  -0.67
O (-3.192, 0.476, 0.798)  -0.70
O (0.528, -2.805, -0.283)  -0.67
H (2.919, -1.824, 0.765)  0.49
H (2.885, 0.807, 1.104)  0.36
H (-1.675, 2.694, -0.233)  0.16
H (0.870, 2.801, 0.621)  0.28
H (-1.604, 0.546, -1.894)  0.24
H (-0.493, -2.992, -0.416)  0.36